Below is a structure of composition C34H52HgN3OP2 at a distorted geometry, with properties calculated with the ωB97M-V functional and the def2-TZVPD basis.

Geometry as ORCA input:
```
! wB97M-V def2-TZVPD RIJCOSX def2/J DEFGRID3
* xyz 1 1
C -2.00 -1.72 -0.87
C 0.19 -1.56 -1.77
C -2.33 -2.72 -1.77
C -0.19 -2.47 -2.81
C -1.43 -3.08 -2.75
H -3.31 -3.19 -1.67
H 0.53 -2.70 -3.60
H -1.70 -3.80 -3.50
N -0.77 -1.18 -0.82
P -2.73 0.47 0.74
P 2.20 -0.62 -0.03
C -3.06 -1.22 0.12
H -4.06 -1.29 -0.33
H -3.08 -1.88 0.99
C -0.03 2.14 2.97
O 0.99 2.43 3.43
C 1.67 -1.52 -1.54
H 2.22 -1.13 -2.51
C 3.71 0.64 -0.33
C 2.85 -2.39 0.31
C -3.47 1.60 -0.57
C -3.54 0.58 2.42
C 3.31 2.02 0.21
H 3.02 1.98 1.26
H 4.18 2.68 0.11
H 2.50 2.48 -0.36
C 4.93 0.18 0.48
H 4.70 0.13 1.55
H 5.34 -0.78 0.14
H 5.72 0.94 0.36
C 4.04 0.74 -1.81
H 4.87 1.44 -1.92
H 4.37 -0.21 -2.25
H 3.18 1.12 -2.39
C 3.47 -2.44 1.69
H 2.78 -2.02 2.43
H 3.66 -3.49 1.93
H 4.42 -1.90 1.75
C 1.63 -3.34 0.32
H 0.83 -2.94 0.96
H 1.22 -3.50 -0.69
H 1.95 -4.31 0.69
C 3.82 -2.78 -0.84
H 3.77 -2.15 -1.74
H 4.86 -2.78 -0.50
H 3.57 -3.80 -1.18
C -3.33 2.00 3.00
H -3.69 2.00 4.04
H -2.27 2.29 3.00
H -3.92 2.76 2.46
C -2.87 -0.44 3.36
H -3.03 -1.47 3.02
H -1.80 -0.27 3.46
H -3.33 -0.34 4.36
C -5.05 0.25 2.35
H -5.41 0.13 3.38
H -5.63 1.06 1.90
H -5.24 -0.68 1.81
C -2.87 1.24 -1.96
H -3.35 1.90 -2.70
H -1.79 1.40 -1.99
H -3.09 0.21 -2.24
C -3.13 3.06 -0.25
H -2.05 3.22 -0.18
H -3.52 3.69 -1.07
H -3.60 3.41 0.68
C -5.00 1.42 -0.68
H -5.29 0.37 -0.81
H -5.53 1.85 0.18
H -5.33 1.98 -1.57
Hg -0.27 0.35 1.00
N 0.38 1.85 -0.92
C 0.58 1.98 -2.15
C 0.91 1.91 -3.53
C 0.76 3.26 -3.87
C 1.16 0.87 -4.49
C 0.87 3.60 -5.17
H 0.54 3.96 -3.06
C 1.25 1.30 -5.80
H 1.24 -0.20 -4.20
C 1.11 2.65 -6.15
H 0.76 4.64 -5.39
H 1.42 0.57 -6.58
H 1.20 2.96 -7.18
C 1.41 -1.10 6.17
C 0.80 -2.05 5.10
C 0.67 -1.42 3.84
N 0.55 -0.93 2.79
H 2.43 -0.78 5.88
H 1.49 -1.61 7.15
H 0.79 -0.20 6.31
H 1.45 -2.92 4.98
H -0.18 -2.39 5.44
*
```

Values from the calculation:
- E_HOMO: -0.30158 hartree
- Maximum force: 10.447 eV Å⁻¹
- Gap between HOMO and LUMO: 5.3305 eV
- LUMO: -2.9 eV

Results of the Löwdin charge analysis, in e, for atoms 1 through 8:
1. C -0.38
2. C -0.36
3. C -0.07
4. C -0.06
5. C -0.08
6. H 0.11
7. H 0.12
8. H 0.11


Below is a structure of composition C34H52N3OP2Pt at a distorted geometry, with properties calculated with the ωB97M-V functional and the def2-TZVPD basis.

Geometry as ORCA input:
```
! wB97M-V def2-TZVPD RIJCOSX def2/J DEFGRID3
* xyz 1 3
C -1.59 -1.62 -2.09
C 0.66 -2.24 -1.80
C -1.68 -2.33 -3.30
C 0.57 -3.10 -2.94
C -0.61 -3.14 -3.67
H -2.58 -2.22 -3.89
H 1.47 -3.62 -3.25
H -0.68 -3.78 -4.55
N -0.53 -1.78 -1.28
P -2.59 -0.32 0.11
P 2.22 -0.72 0.09
C -2.62 -0.58 -1.71
H -2.37 0.38 -2.20
H -3.60 -0.86 -2.09
C 1.88 -1.75 -1.31
H 2.75 -2.34 -1.61
C 3.68 0.28 -0.89
C 3.09 -1.41 1.71
C -3.23 1.42 0.37
C -3.80 -1.67 0.67
C 3.40 1.73 -0.52
H 3.36 1.90 0.56
H 4.18 2.38 -0.95
H 2.44 2.06 -0.95
C 5.11 -0.14 -0.52
H 5.38 -0.04 0.53
H 5.32 -1.18 -0.83
H 5.82 0.49 -1.09
C 3.67 0.14 -2.42
H 4.29 0.95 -2.85
H 4.08 -0.82 -2.76
H 2.68 0.24 -2.87
C 3.69 -0.21 2.46
H 2.89 0.50 2.72
H 4.17 -0.55 3.39
H 4.44 0.36 1.90
C 2.11 -2.05 2.70
H 1.45 -1.31 3.14
H 1.51 -2.83 2.23
H 2.69 -2.51 3.52
C 4.09 -2.52 1.35
H 4.95 -2.18 0.77
H 4.48 -2.96 2.27
H 3.58 -3.31 0.79
C -4.32 -1.35 2.08
H -4.94 -2.19 2.41
H -3.50 -1.23 2.81
H -4.96 -0.45 2.10
C -3.04 -3.01 0.70
H -2.68 -3.29 -0.29
H -2.20 -2.98 1.40
H -3.74 -3.79 1.04
C -5.00 -1.85 -0.28
H -5.71 -2.54 0.21
H -5.54 -0.92 -0.48
H -4.71 -2.31 -1.23
C -2.45 2.42 -0.50
H -2.63 2.27 -1.57
H -2.77 3.44 -0.25
H -1.37 2.35 -0.33
C -3.00 1.82 1.84
H -1.93 1.86 2.09
H -3.43 2.82 1.99
H -3.50 1.14 2.55
C -4.72 1.51 0.00
H -4.90 1.22 -1.04
H -5.36 0.92 0.67
H -5.04 2.56 0.11
Pt -0.29 -0.54 0.53
C -0.74 -0.84 2.27
O -1.07 -0.96 3.38
N 0.24 0.61 -1.05
C 0.73 0.67 -2.15
C 0.76 1.69 -3.19
C 0.58 3.02 -2.76
C 0.94 1.39 -4.55
C 0.60 4.06 -3.69
H 0.42 3.22 -1.70
C 0.98 2.44 -5.47
H 1.04 0.35 -4.85
C 0.79 3.76 -5.05
H 0.46 5.09 -3.36
H 1.15 2.22 -6.53
H 0.77 4.58 -5.78
C -0.06 1.14 6.25
C 0.88 2.01 5.39
C 0.73 1.74 3.97
N 0.61 1.57 2.82
H -1.10 1.44 6.11
H 0.18 1.23 7.31
H 0.02 0.08 5.97
H 0.66 3.07 5.56
H 1.93 1.83 5.67
*
```

Values from the calculation:
- E_HOMO (spin up / spin down): -0.28845 / -0.38548 hartree
- Maximum force: 3.442 eV Å⁻¹
- Gap between HOMO and LUMO (spin up / spin down): 5.2801 / 6.0698 eV
- LUMO (spin up / spin down): -2.6 / -4.4 eV
- ⟨S²⟩: 2.058

Results of the Löwdin charge analysis, in e, for atoms 1 through 8:
1. C -0.32
2. C -0.33
3. C 0.00
4. C 0.01
5. C -0.04
6. H 0.12
7. H 0.12
8. H 0.12


Below is a structure of composition C34H53AuN7P, with properties calculated with the ωB97M-V functional and the def2-TZVPD basis.

Geometry as ORCA input:
```
! wB97M-V def2-TZVPD RIJCOSX def2/J DEFGRID3
* xyz 2 3
Au -0.78 -0.02 0.32
N -1.01 -2.55 0.27
C -0.97 -3.03 1.62
C -0.04 -4.00 1.98
C 0.06 -4.41 3.30
C -0.78 -3.86 4.25
C -1.71 -2.90 3.87
C -1.82 -2.46 2.55
C -2.85 -1.44 2.17
C -4.13 -1.59 2.72
C -5.15 -0.69 2.46
C -4.92 0.38 1.61
C -3.66 0.54 1.05
C -2.61 -0.34 1.32
H -1.96 -2.52 -0.09
H -0.41 -3.08 -0.35
H 0.60 -4.44 1.21
H 0.78 -5.18 3.57
H -0.71 -4.18 5.29
H -2.35 -2.46 4.62
H -4.32 -2.45 3.35
H -6.13 -0.85 2.91
H -5.71 1.08 1.39
H -3.52 1.36 0.36
C 1.98 0.91 3.80
N 2.05 0.07 2.61
C 1.31 -1.19 2.70
C 2.47 0.52 1.43
N 1.78 0.11 0.31
C 2.37 -0.06 -0.88
C 3.79 -0.09 -1.11
C 4.30 -0.06 -2.37
C 3.43 -0.01 -3.50
C 2.08 -0.15 -3.34
C 1.51 -0.30 -2.05
N 0.24 -0.71 -1.86
C -0.29 -1.63 -2.69
N -1.62 -1.72 -2.86
C -2.29 -2.98 -3.22
C -2.53 -0.60 -2.63
N 0.48 -2.58 -3.28
C 0.26 -2.99 -4.67
C 1.71 -3.10 -2.69
N 3.55 1.34 1.43
C 3.85 2.37 0.43
C 4.54 1.31 2.51
H 0.94 0.93 4.14
H 2.28 1.93 3.57
H 2.60 0.53 4.61
H 1.65 -1.74 3.58
H 1.49 -1.80 1.82
H 0.24 -1.01 2.81
H 4.45 -0.10 -0.26
H 5.37 -0.06 -2.51
H 3.85 0.09 -4.50
H 1.43 -0.18 -4.20
H -1.62 -3.82 -3.08
H -2.64 -2.97 -4.25
H -3.15 -3.10 -2.57
H -2.02 0.20 -2.12
H -3.36 -0.93 -2.00
H -2.93 -0.24 -3.58
H -0.59 -2.46 -5.10
H 0.08 -4.07 -4.75
H 1.15 -2.75 -5.26
H 1.78 -2.82 -1.64
H 2.60 -2.74 -3.21
H 1.70 -4.19 -2.75
H 3.21 2.30 -0.43
H 4.88 2.26 0.11
H 3.73 3.36 0.88
H 4.43 0.40 3.10
H 4.46 2.17 3.17
H 5.53 1.31 2.06
C -2.23 3.49 1.94
C -2.24 3.54 0.40
P -0.95 2.46 -0.30
C 0.59 3.24 0.29
C 0.67 4.76 0.14
C -0.86 2.82 -2.11
C -2.01 3.64 -2.70
H -3.10 4.01 2.34
H -1.34 3.99 2.34
H -2.24 2.47 2.32
H -2.05 4.55 0.04
H -3.21 3.25 0.01
H 1.36 2.76 -0.30
H 0.74 2.94 1.33
H 0.44 5.09 -0.88
H 1.68 5.11 0.37
H -0.01 5.28 0.82
H -0.77 1.87 -2.64
H 0.10 3.33 -2.27
H -2.98 3.16 -2.52
H -1.88 3.73 -3.78
H -2.05 4.64 -2.28
*
```

Values from the calculation:
- E_HOMO (spin up / spin down): -0.44114 / -0.47004 hartree
- Maximum force: 0.557 eV Å⁻¹
- Gap between HOMO and LUMO (spin up / spin down): 7.1941 / 5.3080 eV
- LUMO (spin up / spin down): -4.8 / -7.5 eV
- ⟨S²⟩: 2.022

Results of the Löwdin charge analysis, in e, for atoms 1 through 8:
1. Au 0.85
2. N 0.08
3. C -0.30
4. C -0.05
5. C -0.07
6. C -0.06
7. C -0.02
8. C -0.17


Below is a structure of composition C34H53BN10O2PS2Se4SiY at a distorted geometry, with properties calculated with the ωB97M-V functional and the def2-TZVPD basis.

Geometry as ORCA input:
```
! wB97M-V def2-TZVPD RIJCOSX def2/J DEFGRID3
* xyz -2 1
Y -0.31 1.15 -0.73
C 4.12 3.31 -0.78
C 2.74 3.23 -0.57
N 2.30 2.00 -0.78
N 3.38 1.26 -1.12
C 4.49 2.04 -1.12
B 3.35 -0.25 -1.46
N 2.67 -1.05 -0.32
C 3.11 -2.21 0.20
C 2.31 -2.53 1.27
C 1.39 -1.48 1.33
N 1.60 -0.60 0.36
N 2.57 -0.45 -2.76
C 2.89 -1.11 -3.89
C 1.91 -0.86 -4.83
C 1.01 -0.02 -4.17
N 1.39 0.21 -2.93
N 4.83 -0.71 -1.51
C 5.62 -0.71 -0.40
C 6.89 -1.04 -0.79
C 6.79 -1.23 -2.18
N 5.55 -1.03 -2.60
H 4.75 4.18 -0.68
H 2.07 4.02 -0.30
H 5.46 1.65 -1.38
H 3.95 -2.74 -0.22
H 2.38 -3.38 1.93
H 0.59 -1.34 2.03
H 3.79 -1.68 -3.96
H 1.86 -1.23 -5.84
H 0.11 0.43 -4.56
H 5.22 -0.46 0.57
H 7.77 -1.13 -0.17
H 7.56 -1.51 -2.88
C 0.60 1.61 7.30
C 1.11 2.22 6.00
O 0.26 1.86 4.91
P 0.82 0.90 3.70
S -0.78 0.81 2.51
S 2.63 1.40 3.17
O 0.98 -0.53 4.48
C -0.16 -1.19 5.02
C -0.57 -2.37 4.16
H 1.26 1.91 8.12
H 0.60 0.52 7.23
H -0.41 1.95 7.51
H 2.14 1.90 5.80
H 1.10 3.31 6.08
H -1.00 -0.49 5.12
H 0.12 -1.53 6.02
H -0.98 -2.02 3.21
H -1.34 -2.96 4.67
H 0.29 -3.00 3.96
Se -0.05 2.98 -3.26
Se -1.80 4.52 -3.37
Se -3.59 3.42 -2.31
Se -2.87 3.10 -0.13
N 0.39 6.06 4.95
C 0.22 5.76 3.86
C 0.04 5.45 2.48
C -0.29 6.46 1.58
C -0.43 6.14 0.25
C -0.26 4.81 -0.14
N 0.06 3.83 0.72
C 0.21 4.15 1.99
H -0.42 7.48 1.93
H -0.68 6.88 -0.49
H -0.34 4.54 -1.18
H 0.48 3.35 2.67
C -3.68 -0.55 0.99
C -3.98 -1.06 -0.42
C -4.89 -0.02 -1.08
C -4.77 -2.36 -0.29
Si -2.27 -1.22 -1.43
C -1.46 -2.96 -0.90
C -1.41 -3.01 0.64
C -0.01 -3.03 -1.41
C -2.18 -4.23 -1.38
C -2.76 -1.42 -3.36
C -4.03 -2.24 -3.63
C -1.64 -2.12 -4.14
C -2.95 -0.02 -3.95
H -4.61 -0.46 1.56
H -3.22 0.44 0.96
H -3.01 -1.21 1.55
H -5.77 0.15 -0.44
H -5.26 -0.34 -2.06
H -4.38 0.94 -1.19
H -5.73 -2.16 0.20
H -4.25 -3.10 0.31
H -4.99 -2.81 -1.27
H -0.96 -2.10 1.03
H -0.79 -3.86 0.97
H -2.40 -3.12 1.07
H 0.54 -2.12 -1.16
H 0.04 -3.16 -2.49
H 0.51 -3.88 -0.95
H -3.23 -4.25 -1.07
H -1.69 -5.12 -0.95
H -2.14 -4.33 -2.46
H -3.96 -3.24 -3.20
H -4.17 -2.35 -4.72
H -4.92 -1.76 -3.24
H -1.62 -3.19 -3.95
H -0.66 -1.72 -3.89
H -1.79 -1.98 -5.21
H -3.82 0.48 -3.54
H -3.08 -0.08 -5.04
H -2.08 0.62 -3.76
*
```

Values from the calculation:
- E_HOMO: -0.07792 hartree
- Maximum force: 1.343 eV Å⁻¹
- Gap between HOMO and LUMO: 6.2964 eV
- LUMO: 4.2 eV
- Relative energy (zero: lowest compared OMol25 entry of this formula, charge and spin): 0.838 eV

Results of the Löwdin charge analysis, in e, for atoms 1 through 8:
1. Y 1.13
2. C -0.05
3. C -0.17
4. N 0.00
5. N 0.02
6. C -0.08
7. B -0.65
8. N 0.00